Entry from OMol25: C30H75N5Na7O14P as an isolated structure (the ωB97M-V functional and the def2-TZVPD basis).

```
132
Properties=species:S:1:pos:R:3:forces:R:3:mulliken_charge:R:1
Na -0.6964 1.2264 2.5554 -0.01 0.48 -0.60 0.8117
Na 1.0215 -2.3780 1.4763 0.74 -0.14 0.03 0.9062
Na -2.2600 -1.9685 -0.2182 -1.54 0.78 -0.79 0.6329
Na 2.5656 0.6053 0.5865 0.68 0.73 -0.50 0.7411
Na 0.5620 -2.4220 -1.9425 0.19 0.60 -0.58 0.8131
Na -0.1259 1.9885 -1.9845 -0.03 0.71 -0.30 0.5257
Na -1.7592 -2.5081 3.2248 -0.67 0.47 -0.03 0.9486
P -0.0994 -0.2089 0.0307 -0.24 1.91 -2.51 0.7410
O -1.0145 -0.3075 -1.2108 0.90 -1.74 1.42 -1.0584
O 0.2445 1.2680 0.2591 -0.02 -0.61 1.41 -0.6218
O 1.2059 -0.9817 -0.3015 -0.16 -1.33 1.16 -1.2128
O -0.8082 -0.8159 1.2971 0.05 -1.24 1.11 -0.2790
C -1.2544 4.9099 -4.0073 0.72 1.23 0.19 -0.9828
O -1.0738 3.5571 -3.6530 -0.26 -0.67 -0.19 -0.1418
C -1.7464 2.7084 -4.5972 0.42 0.18 -0.37 -0.8633
C -1.7638 1.2876 -4.0950 -0.35 -0.20 0.65 -0.5507
N -2.5019 1.2007 -2.8346 0.01 -0.10 0.30 0.3856
C -3.9006 0.8004 -2.8528 0.39 -0.62 -0.54 -0.8012
C -4.1550 -0.6306 -3.3216 -1.13 0.00 0.11 -0.7227
O -3.6315 -1.6075 -2.3911 0.09 -0.16 -0.74 0.3030
C -3.9294 -2.9318 -2.8969 0.83 0.81 0.90 -1.0386
H -2.2983 5.1977 -4.1356 -0.06 -0.27 -0.14 0.3553
H -0.6561 5.2093 -4.8770 -0.34 -0.40 -0.29 0.3812
H -0.8446 5.5530 -3.2266 -0.22 -0.30 0.28 0.2710
H -1.2404 2.7529 -5.5691 0.03 0.10 0.05 0.4410
H -2.7624 3.0851 -4.7471 -0.07 -0.13 0.07 0.4632
H -0.7622 0.9267 -3.8190 0.17 0.25 -0.63 0.0883
H -2.1033 0.5822 -4.8630 -0.13 0.24 -0.13 0.4764
H -2.0141 0.5213 -2.2796 -0.33 -0.07 0.18 0.4413
H -4.4586 1.4880 -3.4893 -0.23 -0.07 0.11 0.4855
H -4.3115 0.8077 -1.8414 0.10 0.49 0.04 -0.1756
H -3.8674 -0.8649 -4.3525 0.52 0.09 0.15 0.4674
H -5.2491 -0.7526 -3.3306 0.07 -0.03 0.04 0.5131
H -3.3511 -3.1039 -3.8038 -0.28 -0.16 -0.22 0.2707
H -4.9996 -3.0659 -3.0305 -0.04 -0.13 -0.17 0.3687
H -3.5588 -3.5955 -2.1086 -0.24 -0.36 -0.17 0.2693
C 3.2640 -4.0143 0.0935 -0.58 0.01 -0.32 -0.4221
O 2.7586 -3.8205 1.4164 0.45 0.44 -0.86 -0.4554
C 3.7084 -4.2977 2.3786 0.51 0.30 0.41 -0.7669
C 3.0336 -4.1683 3.7210 0.53 -0.87 -0.33 -0.5250
N 1.7321 -4.8226 3.6543 -0.78 0.96 0.78 0.0937
C 0.9923 -4.7236 4.9197 0.37 0.24 0.49 -0.9244
C -0.4878 -4.8769 4.6952 -0.04 -1.21 -0.18 0.5820
O -0.7302 -5.9952 3.9106 0.18 0.52 -0.49 -0.3399
C -2.0766 -6.4258 3.9463 -0.38 -0.74 0.04 -0.8356
H 4.1523 -3.4235 -0.1355 0.25 -0.22 0.37 0.3597
H 2.5147 -3.6557 -0.6289 -0.13 -0.12 0.22 -0.2415
H 3.3982 -5.0827 -0.0661 0.31 0.04 -0.20 0.4104
H 4.6234 -3.6916 2.3731 -0.21 0.22 -0.16 0.4257
H 4.0625 -5.3026 2.1384 -0.60 -0.20 0.00 0.4530
H 3.0463 -3.1068 4.0134 -0.29 -0.05 0.22 0.3068
H 3.6529 -4.7335 4.4209 -0.08 0.24 0.23 0.4376
H 1.1259 -4.3153 3.0057 0.32 -0.40 -0.40 -0.0472
H 1.1542 -3.7654 5.4444 0.02 0.05 -0.15 0.3331
H 1.3407 -5.4699 5.6371 -0.09 -0.23 -0.24 0.3597
H -0.8812 -3.9702 4.1165 0.29 -0.24 0.48 -0.9438
H -1.0397 -4.9734 5.6350 0.03 0.52 0.08 0.7539
H -2.7923 -5.5955 3.9962 0.03 0.10 0.20 0.2392
H -2.1986 -7.1155 4.7857 -0.28 0.28 0.12 0.3626
H -2.3244 -6.9870 3.0468 0.31 0.05 -0.11 0.3497
C -5.6177 -7.2081 3.8441 0.54 -0.40 0.01 -0.7495
O -5.5569 -6.4535 2.6452 0.23 0.24 0.15 -0.3370
C -6.5660 -5.4780 2.5351 -0.75 0.18 0.12 -0.7829
C -5.9815 -4.0807 2.4747 0.98 0.24 0.19 -0.3171
N -5.3377 -3.7338 1.1975 -1.10 -0.85 0.80 0.0992
C -6.1135 -2.9525 0.2604 1.64 0.89 -0.49 -0.6733
C -6.1578 -1.4583 0.5571 -0.10 -0.08 0.28 -0.6207
O -4.8118 -0.9751 0.4410 0.84 -0.49 0.26 0.1358
C -4.5404 0.2479 1.0680 -0.27 0.47 0.57 -0.6688
H -6.4097 -7.9580 3.8241 -0.21 0.20 0.06 0.3666
H -5.6841 -6.5780 4.7373 -0.23 0.04 -0.07 0.3793
H -4.6774 -7.7587 3.9121 -0.03 -0.02 -0.05 0.1597
H -7.2370 -5.4716 3.4037 0.09 -0.30 0.00 0.4357
H -7.1908 -5.7140 1.6691 0.07 0.17 -0.10 0.3147
H -5.2028 -4.0580 3.2563 -0.10 -0.06 -0.07 0.1298
H -6.6898 -3.3113 2.8005 -0.28 -0.15 -0.25 0.3914
H -4.3706 -3.4918 1.3104 0.01 0.37 -0.25 -0.0094
H -7.1245 -3.3125 0.0978 0.08 -0.42 0.09 0.4699
H -5.5095 -3.0082 -0.6538 -0.71 -0.13 -0.39 -0.0086
H -6.5276 -1.2827 1.5736 0.00 0.16 -0.06 0.4453
H -6.7930 -0.9374 -0.1619 -0.06 0.04 0.04 0.3947
H -3.4593 0.3542 1.2412 0.03 -0.11 -0.46 -0.1262
H -4.9807 0.3180 2.0734 -0.26 -0.09 -0.19 0.3972
H -4.8953 1.0955 0.4761 0.05 0.05 0.06 0.3523
C 4.6423 2.3750 2.4856 0.09 0.10 -0.55 -0.6526
O 4.5374 1.6703 1.2426 -0.71 -0.98 0.00 -0.2701
C 5.2382 2.2196 0.1015 -0.88 0.12 1.03 0.3109
C 5.0380 1.2760 -1.0586 -0.50 1.19 -0.44 -1.0917
N 3.6073 1.2662 -1.5423 1.14 -0.96 1.60 0.8261
C 3.5415 0.2727 -2.6059 -0.63 0.95 -1.20 -0.9978
C 2.1662 0.2940 -3.2635 -0.35 -0.32 0.85 0.1697
O 1.7812 1.5690 -3.7066 0.18 0.04 0.24 -0.0956
C 2.7137 2.2407 -4.5758 -1.37 0.20 -0.74 -1.0018
H 4.4403 3.4351 2.3125 0.22 0.05 0.14 0.1135
H 5.6167 2.1836 2.9328 0.06 0.26 0.06 0.2984
H 3.8711 1.9806 3.1507 0.03 -0.07 -0.01 0.2161
H 6.2857 2.3291 0.3809 0.09 0.16 -0.31 0.5422
H 4.7377 3.1804 -0.0643 0.59 0.18 -0.32 -0.3633
H 5.4027 0.2880 -0.7798 -0.14 -0.14 -0.26 0.3720
H 5.5877 1.6931 -1.9085 0.66 -0.40 0.21 0.5143
H 3.4304 2.2354 -1.8010 -0.43 -0.23 -0.55 -0.3653
H 3.7494 -0.7165 -2.1961 0.11 -0.02 -0.06 0.4530
H 4.2493 0.5057 -3.4156 0.31 -0.34 0.27 0.3748
H 1.4464 0.0423 -2.4680 -0.04 0.04 -0.12 -0.5525
H 2.0256 -0.4643 -4.0483 0.47 0.11 -0.17 0.6245
H 3.1772 1.5563 -5.2859 0.32 -0.11 0.30 0.3299
H 3.4022 2.8968 -4.0484 0.23 -0.28 0.15 0.3047
H 2.0513 2.8565 -5.1872 0.27 0.24 0.02 0.2970
C 5.1546 7.8841 -0.8242 -0.32 -0.15 0.33 -0.5833
O 5.6359 6.7603 -0.0933 0.06 0.29 -0.05 -0.3864
C 5.3072 6.7653 1.2831 0.52 -1.24 0.05 -0.5907
C 3.8229 6.5483 1.5012 -0.41 0.70 -0.22 -0.8354
N 3.4265 5.3604 0.7557 0.37 -0.40 0.43 0.2484
C 2.0069 5.2043 0.5620 -0.28 0.97 -0.91 -1.1871
C 1.7744 3.9581 -0.2619 0.80 -0.46 0.90 0.7285
O 2.3398 4.0074 -1.5528 -0.16 0.02 -0.34 -0.2222
C 1.8828 5.0827 -2.3783 0.24 -0.46 -0.72 -0.8174
H 5.8308 8.0428 -1.6567 -0.12 -0.02 -0.16 0.2612
H 5.1047 8.7990 -0.2263 0.22 -0.08 0.10 0.3420
H 4.1284 7.6740 -1.1535 0.10 0.16 -0.31 0.1493
H 5.7668 7.6102 1.7961 -0.40 0.23 0.05 0.4698
H 5.7906 5.8519 1.6552 0.17 0.24 0.10 0.2419
H 3.2772 7.4425 1.1506 -0.07 -0.13 0.13 0.4076
H 3.5749 6.4015 2.5541 0.18 0.14 0.07 0.3434
H 3.9103 5.3954 -0.1375 -0.11 0.00 -0.05 0.1398
H 1.6156 6.0913 0.0292 -0.28 -0.16 0.13 0.4797
H 1.4413 5.1616 1.4969 0.26 -0.16 0.15 0.4468
H 0.7409 3.5783 -0.2307 0.02 0.48 -0.27 0.3057
H 2.4033 3.2125 0.2482 -0.31 -0.19 -0.05 -0.7521
H 1.8529 4.7151 -3.4084 -0.22 -0.17 0.15 0.2564
H 2.5967 5.9069 -2.4322 -0.19 0.18 0.60 0.0777
H 0.8796 5.3680 -2.0781 0.04 0.38 -0.01 0.3240
```
Forces are in eV/Å.

For the LUMO energy, the calculation gives -11.7610 eV. Its net charge is +4. As for the HOMO-LUMO gap: 4.35 eV. The calculation puts the total energy at -108617.70977 eV. Its largest force on an atom is 3.16 eV/Å. Its highest occupied orbital energy is -16.11 eV.

=====

Entry from OMol25: a single C5H6O2 molecule (the ωB97M-V functional and the def2-TZVPD basis).

```
13
Properties=species:S:1:pos:R:3:forces:R:3:nbo_charge:R:1
C 1.1298 1.6311 0.4641 0.00 0.06 0.00 -0.6214
C 0.6590 0.2599 0.0331 0.17 -0.05 -0.04 -0.0491
O -0.3530 -0.1750 0.9259 -0.12 -0.09 0.00 -0.4833
C -1.2350 -1.1178 0.5449 -0.20 -0.12 0.24 0.7882
O -1.9933 -1.6159 1.3302 0.34 0.23 -0.36 -0.5330
C -1.2252 -1.4807 -0.9080 0.33 0.24 -0.40 -0.6970
C -0.5136 -1.0352 -1.9152 -0.37 -0.21 0.56 0.2253
H 1.5580 1.5886 1.4686 -0.05 0.00 -0.12 0.2257
H 1.8946 1.9932 -0.2293 -0.11 -0.05 0.10 0.2228
H 0.2923 2.3336 0.4697 0.12 -0.07 -0.01 0.2221
H 1.4720 -0.4742 0.0229 -0.09 0.10 0.00 0.1926
H -1.9469 -2.2431 -1.2013 0.00 -0.02 -0.03 0.3142
H 0.2613 0.3355 -1.0055 -0.04 -0.03 0.06 0.1928
```
Forces are in eV/Å.

For the LUMO energy, the calculation gives -0.7143 eV. As for the HOMO-LUMO gap: 10.08 eV. The calculation puts the total energy at -9373.35709 eV. Its largest force on an atom is 0.70 eV/Å. Its highest occupied orbital energy is -10.79 eV. The energy above the lowest of the compared OMol25 structures with the same formula, charge and spin is 86.21 kcal per mole.

=====

Among the records above, which one has the highest highest occupied orbital energy?
C5H6O2

=====

Which formula does entry 1 have?
C30H75N5Na7O14P